Record 1
ORCA calculation (wB97M-V/def2-TZVPD) on a structure of composition C31H27Br5N2O4OsSi in a non-equilibrium geometry.

Computed properties:
* HOMO energy (alpha / beta): -0.295 / -0.301 hartree
* 2S+1: 5
* expectation value of S²: 6.02
* largest force on an atom: 0.045 hartree/bohr

Each line ends with the Mulliken charge.
Geometry (Å):
1 Os -0.30703 0.86681 -0.82977  2.696
2 Br -3.71760 3.61093 -2.98872  -0.131
3 Br -2.35386 6.05728 -4.91490  -0.161
4 Br 0.54061 4.57233 6.57717  -0.174
5 Br 2.78719 3.67517 -3.68997  -0.135
6 Br 1.02473 6.07403 -5.19910  -0.166
7 Si -1.06997 -1.90829 0.45489  -0.416
8 O 0.16771 2.59844 0.45770  -0.916
9 O -1.63997 1.92231 -1.85308  -0.390
10 O 0.07966 1.27583 2.23941  -0.608
11 O 0.95025 1.79925 -2.20509  -1.057
12 N 0.22422 5.98998 2.73696  -0.610
13 N 1.26782 -0.47549 -0.22570  -0.097
14 C -1.83805 -2.80388 1.89356  0.644
15 C -1.15100 -4.59447 -3.41523  -0.373
16 C -0.74879 -4.33936 -1.07955  0.115
17 C 0.93256 3.77453 -3.57451  -0.364
18 C 0.34311 2.79823 -2.80083  -0.126
19 C 0.16681 2.38322 1.72772  0.432
20 C 0.28245 3.59911 2.59078  0.070
21 C 0.23412 4.87387 2.03450  -0.214
22 C 3.65360 -0.54039 0.48590  -0.740
23 C 0.29344 5.86018 4.05797  -0.096
24 C -2.93093 -4.05325 4.16288  -0.496
25 C -2.62161 -3.95060 1.77998  -0.319
26 C -1.60037 -3.30081 -3.48977  -0.860
27 C -3.17988 -4.54358 2.90414  -0.652
28 C -1.09773 2.84368 -2.63382  0.172
29 C -1.83252 3.79964 -3.31090  0.060
30 C 2.39247 0.32942 0.33867  -0.981
31 C 3.08948 -0.81669 -1.93581  -0.837
32 C 0.16316 4.71804 -4.25820  0.542
33 C -1.59026 -2.49010 -2.34057  -0.083
34 C -1.84629 -0.29087 0.07650  -1.235
35 C 0.78817 -1.49211 0.74168  -0.903
36 C -1.20861 4.73910 -4.13382  0.246
37 C -2.14435 -2.92910 4.30035  -0.677
38 C 4.03228 -1.24900 -0.83311  -0.700
39 C 0.36879 4.64331 4.72591  -0.084
40 C -1.18732 -2.98088 -1.09695  0.267
41 C 1.64218 -1.14540 -1.54868  -0.614
42 C -1.60420 -2.31058 3.18963  -0.484
43 C 0.35035 3.46098 3.98134  -0.381
44 C -0.71537 -5.12997 -2.21220  -0.956
45 H 1.42620 -2.41658 0.67468  0.571
46 H 0.23514 4.92959 0.93273  0.501
47 H 3.50830 -1.22764 1.33077  0.258
48 H -3.32820 -4.59254 5.00366  0.390
49 H -0.41938 -6.15517 -2.15168  0.450
50 H 0.45928 2.49906 4.40873  0.610
51 H -1.12818 -5.19352 -4.31772  0.379
52 H 1.45628 -2.19365 -1.37017  0.617
53 H 3.18571 0.26794 -2.13340  0.283
54 H 4.47352 0.11009 0.79589  0.503
55 H 0.30240 6.79526 4.63232  0.355
56 H 2.06928 0.70869 1.33208  0.141
57 H 2.61877 1.20540 -0.25418  0.587
58 H -2.74947 -4.45431 0.81825  0.319
59 H 3.32952 -1.32695 -2.86963  0.467
60 H 5.07025 -1.05826 -1.12641  0.433
61 H -0.44253 -4.75177 -0.12650  0.467
62 H -1.99817 -2.93406 -4.46064  0.375
63 H -1.92121 -1.46573 -2.45400  0.354
64 H -2.14205 0.25197 0.98817  0.766
65 H -0.94732 -1.45396 3.26074  0.327
66 H -2.61834 -0.29582 -0.67102  0.636
67 H -1.92057 -2.54834 5.28867  0.405
68 H 3.92749 -2.34179 -0.66376  0.248
69 H 0.97821 -0.74605 -2.31198  0.261
70 H -3.73025 -5.46313 2.82798  0.396
71 H 0.91590 -1.06955 1.72909  0.691

Force components x, y, z for each atom (eV/Å):
-0.39 0.38 0.08
0.53 0.47 -0.38
0.64 -0.31 0.04
0.01 0.07 0.59
0.59 0.09 -0.13
0.20 0.33 -0.38
0.04 -0.65 -0.60
-0.14 -0.13 -0.45
0.59 -0.81 0.98
-0.10 -0.68 0.27
0.00 -0.61 0.79
0.13 0.04 0.27
-0.38 0.82 -0.56
0.25 -0.15 0.52
0.15 -0.45 -0.44
-0.19 0.88 0.41
-0.02 -0.41 -0.13
-2.29 0.29 0.02
0.09 0.30 -0.01
-0.24 0.09 0.59
0.10 -0.59 -1.11
0.06 0.38 0.31
-0.04 0.66 0.56
-0.06 0.03 -0.12
-0.04 -0.33 -0.41
-0.41 0.81 -0.25
0.23 -0.34 -0.31
1.72 0.64 -0.81
-0.70 -0.77 0.47
0.69 -0.31 1.24
-0.31 0.06 -0.17
0.23 0.35 0.22
-0.18 -0.19 -0.34
1.17 1.35 -0.24
0.01 -1.15 0.25
-1.32 0.13 0.26
0.35 0.45 0.56
-0.10 -0.68 0.50
0.01 -0.65 -1.07
0.50 -0.86 -0.49
0.62 0.96 0.23
0.04 -0.06 -0.75
0.19 1.52 -0.81
-0.33 0.57 0.25
-0.44 0.80 0.10
-0.15 0.23 0.66
0.07 -0.05 -0.37
-0.06 0.10 0.36
0.27 -0.43 0.03
-0.13 -0.75 0.46
-0.07 -0.09 0.06
0.10 -0.36 -0.46
-0.13 -0.49 0.01
-0.10 0.12 0.04
-0.02 -0.40 -0.17
0.12 -0.40 -0.72
-0.31 0.06 -0.48
-0.11 0.36 0.18
-0.11 -0.02 -0.02
-0.18 -0.03 0.18
0.08 -0.17 0.05
0.44 -0.07 0.88
-0.08 0.10 0.09
-0.02 -0.08 -0.26
-0.07 0.20 0.44
-0.73 -0.21 -0.05
0.00 0.05 0.01
0.16 0.46 -0.32
-0.11 -0.36 -0.24
-0.27 -0.19 -0.26
-0.07 0.07 0.32

Record 2
ORCA calculation (wB97M-V/def2-TZVPD) on a structure of composition C38H26BrClCrF4NO4PS in a non-equilibrium geometry.

Computed properties:
* HOMO energy (alpha / beta): -0.163 / -0.162 hartree
* 2S+1: 4
* charge: -1
* expectation value of S²: 3.79
* ΔE to the lowest compared entry with this formula, charge and spin: 0.00 kcal per mole
* largest force on an atom: 0.026 hartree/bohr

Each line ends with the Mulliken charge.
Geometry (Å):
1 Br -2.13451 -2.13678 -1.83123  -0.082
2 Cr 0.37357 -0.04713 0.31320  1.185
3 Cl 6.70030 -3.11740 4.83810  -0.235
4 S -1.42026 -1.04950 1.48573  -0.736
5 P -1.09668 1.02734 -1.58666  0.807
6 F -3.10654 1.54581 -6.42887  -0.309
7 F -3.96944 -1.02802 -6.50272  -0.310
8 F -1.85709 2.49219 -4.31031  -0.412
9 F -3.51260 -2.65273 -4.40602  -0.342
10 O -0.39269 1.69243 0.67687  0.150
11 O -1.29559 3.44365 1.66461  -0.747
12 O 1.46035 -0.11171 1.98940  -0.698
13 O 1.59072 -1.80325 0.63284  -0.663
14 N 1.93757 0.44244 -0.83221  1.914
15 C 4.78054 -1.32580 4.19316  -0.885
16 C -5.13105 2.87229 -0.28001  -0.595
17 C -3.05800 -1.39872 -4.36360  0.260
18 C -3.30341 -0.57355 -5.44270  0.483
19 C 3.77488 -2.91628 2.13869  -0.216
20 C -0.05499 2.37488 -2.25199  0.945
21 C 2.96110 1.31488 -0.55980  -0.018
22 C -2.70477 1.78128 -1.10214  1.138
23 C -2.36232 -0.92726 -3.26318  0.081
24 C -1.42555 1.41654 2.85826  0.261
25 C 2.92292 2.28264 0.58635  -1.197
26 C -1.03021 2.25251 1.67462  0.065
27 C 3.68929 -0.90251 3.45551  -0.168
28 C -2.18556 1.19997 -4.28794  -0.280
29 C 2.30438 -0.28634 -1.94212  0.336
30 C -1.88637 0.39141 -3.19505  0.200
31 C -2.86506 0.73388 -5.39912  0.387
32 C -3.58236 1.03694 -0.31727  -0.273
33 C 3.17797 -1.69766 2.43342  -0.210
34 C -1.63502 0.02643 2.85206  1.016
35 C 1.87219 4.19529 -3.12404  -0.751
36 C 2.02100 -1.20131 1.64697  1.372
37 C -3.06428 3.06612 -1.49692  -0.277
38 C 5.34767 -2.55683 3.90186  0.502
39 C -2.09452 1.52346 5.19103  -0.677
40 C 1.05097 4.50569 -2.05214  -0.970
41 C 4.86312 -3.35153 2.87521  -0.834
42 C 0.09434 3.60282 -1.61111  -0.287
43 C -1.66158 2.13526 4.03308  -0.927
44 C -4.27318 3.60481 -1.08444  -0.941
45 C -2.32414 0.15200 5.18108  -0.490
46 C -2.10014 -0.57654 4.03128  -1.354
47 C 1.71169 2.98416 -3.77891  -0.935
48 C 3.96636 1.14895 -1.48840  -1.070
49 C 0.75472 2.08282 -3.34949  -0.307
50 C 1.43211 -1.35371 -2.52193  -1.264
51 C 3.54294 0.12761 -2.37488  -0.910
52 C -4.78567 1.58428 0.10032  -0.764
53 H 1.05953 -2.02608 -1.74620  0.116
54 H 3.04770 3.30640 0.22701  0.343
55 H 5.18809 -0.71091 4.98352  0.404
56 H 3.38152 -3.50538 1.32082  0.444
57 H -2.25765 2.10202 6.09157  0.373
58 H -1.49711 3.20397 3.99590  0.436
59 H -2.39851 3.65249 -2.11392  0.405
60 H -5.44749 1.00668 0.73386  0.428
61 H -2.27641 -1.64449 4.01311  0.445
62 H -0.52283 3.85174 -0.75900  0.254
63 H -3.30995 0.03745 -0.00834  0.270
64 H 3.22308 0.05374 3.64873  0.474
65 H 0.57037 -0.93226 -3.04925  0.052
66 H 1.16855 5.44997 -1.53380  0.427
67 H 5.33801 -4.29894 2.66021  0.408
68 H 4.09720 -0.27258 -3.21189  0.485
69 H 2.64624 4.88530 -3.43721  0.366
70 H 4.89138 1.70580 -1.52947  0.469
71 H -2.67002 -0.35082 6.07682  0.375
72 H 1.97667 2.22162 1.11776  -0.133
73 H 2.34806 2.72849 -4.61644  0.396
74 H -4.53989 4.61079 -1.38471  0.423
75 H 2.00230 -1.94524 -3.23878  0.450
76 H 3.73030 2.07814 1.29525  0.348
77 H 0.64732 1.13653 -3.86513  0.210
78 H -6.06683 3.30563 0.05181  0.365

Force components x, y, z for each atom (eV/Å):
-0.02 0.01 -0.05
-0.26 0.19 0.81
0.10 -0.01 0.05
-0.02 -0.21 -0.27
-0.77 0.15 -1.07
-0.05 0.05 -0.07
-0.04 -0.01 -0.10
-0.09 0.13 -0.11
-0.04 -0.05 -0.08
0.29 -0.08 0.11
0.02 -0.04 -0.11
0.21 0.08 -0.22
-0.12 -0.15 -0.01
0.17 0.16 -0.21
0.02 -0.04 0.04
-0.07 -0.02 0.03
0.08 0.02 0.15
0.02 0.02 0.09
-0.09 0.09 -0.07
0.18 -0.01 0.06
0.05 0.18 -0.02
0.27 0.10 0.33
0.17 0.15 0.04
-0.12 -0.16 0.14
0.01 -0.09 -0.11
0.09 0.05 -0.09
-0.07 -0.04 -0.11
0.06 -0.13 0.19
0.10 -0.03 -0.01
0.12 -0.38 0.11
0.03 -0.06 -0.02
0.05 -0.03 0.03
0.11 0.05 0.14
0.02 0.17 0.08
-0.01 0.00 0.03
-0.25 -0.02 -0.13
-0.01 0.01 0.04
-0.12 0.07 -0.10
0.00 -0.01 0.06
0.03 0.07 0.02
0.04 -0.09 0.03
-0.08 -0.12 0.06
0.03 0.05 -0.04
-0.03 0.08 -0.06
0.00 -0.02 0.01
0.00 0.05 -0.02
0.04 -0.04 -0.08
-0.05 0.05 0.00
0.02 0.00 0.14
0.09 0.14 0.13
0.04 -0.05 0.04
-0.04 0.02 -0.06
-0.02 -0.06 -0.06
-0.03 0.03 0.02
0.01 -0.03 0.02
0.00 -0.02 0.02
0.00 0.02 -0.01
-0.02 -0.01 0.01
-0.03 0.01 0.01
0.02 -0.02 -0.02
0.02 -0.01 0.03
0.06 -0.06 0.15
0.05 -0.02 0.09
-0.01 0.01 0.03
-0.08 -0.10 -0.05
-0.02 -0.02 0.00
-0.01 0.00 0.00
-0.07 -0.03 -0.03
-0.03 0.01 -0.03
-0.01 0.01 0.03
-0.01 -0.01 -0.01
0.01 0.08 0.02
0.01 -0.02 0.02
0.01 0.00 0.00
-0.02 -0.01 -0.01
-0.04 0.01 0.04
0.07 -0.01 0.00
0.02 0.00 0.01

Record 3
ORCA calculation (wB97M-V/def2-TZVPD) on the molecule C2H3NO2 in a non-equilibrium geometry.

Computed properties:
* structure (SMILES): O=CNC=O
* HOMO energy: -0.380 hartree
* ΔE to the lowest compared entry with this formula, charge and spin: 10.22 kcal per mole
* largest force on an atom: 0.056 hartree/bohr

Each line ends with the Mulliken charge.
Geometry (Å):
1 O 0.57880 2.03798 0.79973  -0.479
2 O -1.31760 -1.29851 0.18950  -0.467
3 N 0.39684 0.09011 -0.38328  -0.133
4 C -0.22426 -1.19889 -0.27157  0.138
5 C -0.10793 1.19035 0.28665  0.058
6 H 1.31092 0.11871 -0.81003  0.237
7 H 0.50795 -1.98311 -0.43743  0.318
8 H -1.14473 1.04337 0.62644  0.329

Force components x, y, z for each atom (eV/Å):
0.12 0.46 -1.09
-0.60 -0.84 -0.21
-0.32 -1.33 -1.04
0.80 2.61 0.92
0.03 -0.70 2.30
0.14 0.22 0.35
-0.07 -0.59 -0.53
-0.09 0.16 -0.69

Record 4
ORCA calculation (wB97M-V/def2-TZVPD) on a cluster of 2 separate species, C6H14 in total in a non-equilibrium geometry.

Computed properties:
* structure (SMILES): C=CC.CCC
* HOMO energy: -0.354 hartree
* ΔE to the lowest compared entry with this formula, charge and spin: 40.50 kcal per mole
* largest force on an atom: 0.049 hartree/bohr

Each line ends with the Mulliken charge.
Geometry (Å):
1 C 2.66721 -1.97505 -1.56048  -1.228
2 C -3.00589 3.00886 2.33343  -0.731
3 C 2.51501 -4.35950 -0.61243  -1.023
4 C -3.53806 4.57009 0.48444  -0.959
5 C -3.83917 3.87158 1.78087  0.078
6 C 3.34467 -3.30575 -1.30996  -0.092
7 H -2.93728 3.98022 -0.20955  0.293
8 H -4.34765 5.01637 -0.07645  0.315
9 H 3.17086 -5.10482 -0.13488  0.288
10 H 4.24273 -3.06063 -0.74875  0.257
11 H -2.86029 5.40828 0.74497  0.241
12 H 3.31449 -1.12008 -1.68747  0.334
13 H -3.17993 2.49895 3.28623  0.238
14 H 1.83491 -2.02358 -2.25842  0.327
15 H 1.87214 -3.95776 0.18335  0.296
16 H 1.84990 -4.87189 -1.31316  0.287
17 H -1.98380 2.76692 2.05901  0.241
18 H 2.02567 -1.63300 -0.72334  0.320
19 H 3.74464 -3.61593 -2.29401  0.233
20 H -4.89016 3.90673 2.05659  0.283

Force components x, y, z for each atom (eV/Å):
-2.11 0.50 1.27
0.56 -0.48 1.66
-0.08 -0.49 0.19
1.59 1.01 0.23
-0.68 -0.94 -1.56
0.80 0.94 -0.65
-0.16 -0.28 0.10
-0.50 -0.17 0.21
-0.29 0.10 -0.28
0.13 -0.25 0.39
-0.33 -0.10 -0.25
0.35 -0.04 -0.72
-0.70 0.19 -0.32
0.49 -0.03 -1.01
0.27 0.15 -0.19
0.08 -0.03 0.06
-0.04 0.54 -0.77
0.64 -0.43 0.50
-0.27 -0.41 0.45
0.25 0.22 0.69